(w)
ORCA calculation (ωB97M-V with the def2-TZVPD basis set) on 2 unconnected molecules or ions with the total composition C3H6BrI.

Its multiplicity is 1. Its gap between HOMO and LUMO (alpha / beta) is 7.79 / 8.22 eV. As for the total charge: 0. Its HOMO energy (alpha / beta) is -8.16 / -8.80 eV.

XYZ file:
```
11
Properties=species:S:1:pos:R:3:lowdin_charge:R:1
C -0.306 0.695 -0.112 -0.19
C 0.863 -1.247 0.786 -0.65
C 0.938 -0.080 -0.101 -0.96
Br 1.882 -2.777 -0.009 0.53
I 2.688 1.013 -0.518 0.81
H -1.111 -0.012 -0.003 0.08
H -0.357 1.163 0.855 0.09
H -0.295 1.153 -1.022 0.04
H 1.389 -1.203 1.852 0.11
H -0.146 -1.669 0.877 0.06
H 1.190 -1.403 -1.963 0.10
```

---

(x)
ORCA calculation (ωB97M-V with the def2-TZVPD basis set) on 2 unconnected molecules or ions with the total composition C3H6BrI.

Its multiplicity is 1. Its gap between HOMO and LUMO is 6.17 eV. As for the total charge: 0. Its HOMO energy is -8.90 eV.

XYZ file:
```
11
Properties=species:S:1:pos:R:3:lowdin_charge:R:1
C 0.667 -0.810 0.413 -0.15
C -0.886 1.117 -0.107 -0.12
C 0.371 0.403 -0.435 -0.72
Br 1.745 1.861 -0.052 0.67
I -3.965 0.437 0.019 -0.08
H -0.121 -1.545 0.250 0.09
H 1.620 -1.256 0.140 0.08
H 0.691 -0.552 1.472 0.08
H -1.241 1.858 -0.802 0.03
H -1.099 1.280 0.937 0.03
H 0.493 0.212 -1.500 0.09
```

---

Taking the most stable structure as the zero point, the relative energies in kJ/mol are (w) 267.4; (x) 0.0.

---

(w)
ORCA calculation (ωB97M-V with the def2-TZVPD basis set) on 2 unconnected molecules or ions with the total composition C9H16N3O.

Its multiplicity is 1. Its gap between HOMO and LUMO is 8.85 eV. As for the total charge: +1. Its HOMO energy is -11.67 eV.

XYZ file:
```
29
Properties=species:S:1:pos:R:3:lowdin_charge:R:1
C -2.380 1.769 -0.162 -0.05
C -1.313 1.041 0.641 -0.35
C -0.269 1.656 1.302 -0.08
C -1.658 -0.266 1.039 -0.05
C 0.701 0.952 2.012 0.00
C -0.728 -0.986 1.770 0.00
C 0.464 -0.409 2.218 -0.32
O 1.291 -1.197 2.931 0.07
H -2.035 2.654 -0.698 0.08
H -3.348 1.762 0.327 0.09
H -0.229 2.743 1.309 0.13
H -2.635 -0.660 0.791 0.13
H 1.512 1.548 2.406 0.12
H -0.837 -2.015 2.098 0.13
H 2.203 -0.903 3.007 0.12
H -2.559 1.156 -1.071 0.07
C -0.144 -2.148 -1.923 -0.03
C 0.900 -0.028 -2.066 -0.43
N -0.243 -0.670 -1.863 0.08
N 1.871 -0.595 -2.807 0.20
N 1.101 1.221 -1.639 0.23
H -1.043 -0.258 -1.414 0.11
H 1.590 -1.218 -3.552 0.13
H 2.645 -0.018 -3.095 0.13
H 0.495 1.636 -0.946 0.09
H 1.883 1.746 -1.988 0.13
H -0.301 -2.471 -2.956 0.09
H -0.975 -2.587 -1.377 0.10
H 0.807 -2.494 -1.539 0.10
```

---

(x)
ORCA calculation (ωB97M-V with the def2-TZVPD basis set) on 2 unconnected molecules or ions with the total composition C9H16N3O.

Its multiplicity is 1. Its gap between HOMO and LUMO is 9.39 eV. As for the total charge: +1. Its HOMO energy is -11.70 eV.

XYZ file:
```
29
Properties=species:S:1:pos:R:3:lowdin_charge:R:1
C 3.132 -0.207 1.365 -0.04
C 2.846 -1.166 0.439 -0.24
C 1.328 0.477 0.274 0.00
C -3.444 0.934 0.011 -0.13
C -3.453 2.101 -1.026 -0.14
C -1.231 1.527 -0.614 -0.05
C -2.014 0.826 0.432 -0.39
C 3.539 -2.486 0.436 0.00
C 0.884 -1.548 -1.091 0.01
N 1.683 -0.769 -0.160 -0.04
N 2.201 0.794 1.298 0.11
N -2.002 2.131 -1.456 0.03
O -1.432 -0.500 0.519 -0.11
H 3.861 -0.245 2.176 0.14
H -4.163 1.125 0.850 0.13
H -3.837 0.081 -0.513 0.11
H -4.321 1.972 -1.723 0.12
H -3.706 3.108 -0.453 0.15
H 0.463 1.046 -0.062 0.05
H -1.791 1.267 1.408 0.15
H 4.339 -2.378 1.067 0.06
H 2.814 -3.275 0.799 0.12
H 3.762 -2.902 -0.513 0.08
H 1.195 -2.612 -1.183 0.11
H -0.069 -1.594 -0.604 0.06
H 0.792 -1.043 -2.146 0.15
H 2.348 1.774 1.638 0.20
H -1.780 2.659 -2.380 0.19
H -1.945 -1.098 1.213 0.18
```

---

Taking the most stable structure as the zero point, the relative energies in kJ/mol are (w) 0.0; (x) 312.9.

---

(w)
ORCA calculation (ωB97M-V with the def2-TZVPD basis set) on 2 unconnected molecules or ions with the total composition C6H9N2O2.

Its multiplicity is 1. Its gap between HOMO and LUMO is 8.48 eV. As for the total charge: -1. Its HOMO energy is -4.70 eV.

XYZ file:
```
19
Properties=species:S:1:pos:R:3:lowdin_charge:R:1
C 3.147 -1.435 -1.623 -0.08
C 0.703 1.150 -1.483 -0.20
C 0.864 -0.841 -0.530 -0.06
C 1.929 -0.612 -1.398 -0.39
N 0.140 0.309 -0.602 0.05
N 1.827 0.628 -1.967 0.06
H -0.607 0.588 0.037 0.08
H 0.289 2.125 -1.668 0.11
H 0.800 -1.359 0.412 0.11
H 3.453 -1.483 -2.677 0.06
H 3.161 -2.445 -1.228 0.06
H 3.985 -0.875 -1.194 0.07
C -3.332 -0.285 1.709 -0.05
C -1.915 0.289 1.784 -0.78
O -1.741 1.402 1.171 -0.14
O -1.026 -0.334 2.385 -0.07
H -3.356 -1.173 2.337 0.05
H -3.462 -0.774 0.739 0.06
H -4.026 0.506 1.968 0.06
```

---

(x)
ORCA calculation (ωB97M-V with the def2-TZVPD basis set) on 2 unconnected molecules or ions with the total composition C6H9N2O2.

Its multiplicity is 1. Its gap between HOMO and LUMO is 8.55 eV. As for the total charge: -1. Its HOMO energy is -4.92 eV.

XYZ file:
```
19
Properties=species:S:1:pos:R:3:lowdin_charge:R:1
C 0.963 -2.016 3.262 -0.08
C -0.303 -2.058 -0.046 -0.23
C 0.376 -1.680 1.944 -0.40
C 0.200 -0.459 1.333 -0.10
N -0.009 -2.664 1.081 0.06
N -0.157 -0.713 0.056 0.04
H -0.514 -2.418 -1.043 0.11
H -0.454 0.018 -0.685 0.08
H 0.257 0.529 1.756 0.11
H 2.048 -2.181 3.198 0.06
H 0.590 -2.964 3.641 0.06
H 0.877 -1.249 4.034 0.06
C 1.082 2.282 -1.941 -0.04
C -0.461 2.271 -1.851 -0.75
O -0.962 1.136 -1.580 -0.11
O -1.074 3.323 -2.064 -0.05
H 1.482 3.297 -1.942 0.06
H 1.349 1.796 -2.880 0.06
H 1.474 1.708 -1.109 0.05
```

---

Taking the most stable structure as the zero point, the relative energies in kJ/mol are (w) 35.8; (x) 0.0.

---

(w)
ORCA calculation (ωB97M-V with the def2-TZVPD basis set) on 2 unconnected molecules or ions with the total composition C3H3Cl2O2.

Its multiplicity is 1. Its gap between HOMO and LUMO is 5.63 eV. As for the total charge: -1. Its HOMO energy is -2.25 eV.

XYZ file:
```
10
Properties=species:S:1:pos:R:3:lowdin_charge:R:1
C -0.465 -2.795 -0.590 -0.58
C -0.430 1.601 0.109 -0.31
C 1.043 1.169 -0.071 -1.11
O -0.161 -2.933 -1.702 0.14
O -0.861 -2.790 0.497 0.13
Cl 1.973 1.565 1.400 0.28
Cl 1.215 -0.722 0.031 0.36
H -0.771 1.732 -0.864 0.00
H -1.027 0.687 0.541 0.07
H -0.515 2.487 0.648 0.01
```

---

(x)
ORCA calculation (ωB97M-V with the def2-TZVPD basis set) on 2 unconnected molecules or ions with the total composition C3H3Cl2O2.

Its multiplicity is 1. Its gap between HOMO and LUMO is 6.27 eV. As for the total charge: -1. Its HOMO energy is -2.66 eV.

XYZ file:
```
10
Properties=species:S:1:pos:R:3:lowdin_charge:R:1
C -2.210 -0.670 -0.289 -0.58
C -1.109 0.248 -0.361 0.05
C 1.974 0.279 0.667 -1.19
O -2.256 0.207 0.610 0.14
O -2.832 -1.535 -0.809 0.12
Cl 2.644 1.142 -0.853 0.16
Cl 2.239 -1.447 0.553 0.27
H -1.033 1.047 -0.994 0.08
H -0.098 0.108 -0.040 0.01
H 2.681 0.622 1.516 -0.06
```

---

Taking the most stable structure as the zero point, the relative energies in kJ/mol are (w) 0.0; (x) 196.9.

---

(w)
ORCA calculation (ωB97M-V with the def2-TZVPD basis set) on 2 unconnected molecules or ions with the total composition CH4F2.

Its multiplicity is 1. Its gap between HOMO and LUMO is 12.69 eV. As for the total charge: 0. Its HOMO energy is -11.99 eV. Its structure (SMILES) is CF.F.

XYZ file:
```
7
Properties=species:S:1:pos:R:3:lowdin_charge:R:1
C 0.763 0.584 -0.016 -0.12
F 1.576 -0.529 0.016 -0.10
H 1.277 1.398 -0.535 0.08
H -0.166 0.344 -0.544 0.05
H 0.530 0.896 1.008 0.08
F -2.017 -0.225 -0.019 -0.07
H -2.245 0.650 0.191 0.09
```

---

(x)
ORCA calculation (ωB97M-V with the def2-TZVPD basis set) on 2 unconnected molecules or ions with the total composition CH4F2.

Its multiplicity is 1. Its gap between HOMO and LUMO is 13.65 eV. As for the total charge: 0. Its HOMO energy is -12.81 eV. Its structure (SMILES) is CF.F.

XYZ file:
```
7
Properties=species:S:1:pos:R:3:lowdin_charge:R:1
C -0.643 0.345 0.681 -0.10
F 0.679 0.061 0.413 -0.11
H -1.225 -0.582 0.672 0.08
H -0.724 0.816 1.667 0.08
H -1.032 1.026 -0.083 0.08
F 1.885 -1.032 -1.756 -0.08
H 1.060 -0.634 -1.593 0.06
```

---

Taking the most stable structure as the zero point, the relative energies in kJ/mol are (w) 15.7; (x) 0.0.

---

(w)
ORCA calculation (ωB97M-V with the def2-TZVPD basis set) on C4H4O2S in the gas phase.

Its multiplicity is 1. Its gap between HOMO and LUMO is 7.86 eV. As for the total charge: 0. Its HOMO energy is -9.03 eV. Its structure (SMILES) is C=C(C=S)C(=O)O.

XYZ file:
```
11
Properties=species:S:1:pos:R:3:lowdin_charge:R:1
C -0.741 -1.198 0.716 0.11
C 0.027 -0.247 0.166 -0.29
C 1.435 -0.128 0.526 -0.60
S 2.161 -1.171 1.511 0.74
C -0.642 0.702 -0.758 -0.53
O -1.789 0.659 -1.098 0.12
O 0.194 1.648 -1.197 0.11
H -1.810 -1.281 0.394 0.11
H -0.386 -1.937 1.386 0.04
H 1.877 0.791 0.194 0.05
H -0.325 2.162 -1.841 0.14
```

---

(x)
ORCA calculation (ωB97M-V with the def2-TZVPD basis set) on C4H4O2S in the gas phase.

Its multiplicity is 1. Its gap between HOMO and LUMO is 9.44 eV. As for the total charge: 0. Its HOMO energy is -8.75 eV. Its structure (SMILES) is S/C=C\C=C1OO1.

XYZ file:
```
11
Properties=species:S:1:pos:R:3:lowdin_charge:R:1
S -1.599 1.448 -0.780 0.77
C -0.360 0.385 -1.508 -0.47
C 0.484 -0.237 -0.720 -0.17
C 0.497 0.076 0.749 -0.07
C 0.650 -0.797 1.653 -0.36
O 0.605 -2.025 2.143 0.13
O 0.890 -0.911 2.970 0.11
H -2.351 1.726 -1.820 -0.17
H -0.416 0.178 -2.525 0.05
H 1.074 -0.898 -1.232 0.08
H 0.526 1.054 1.070 0.10
```

---

Taking the most stable structure as the zero point, the relative energies in kJ/mol are (w) 0.0; (x) 469.2.

---

(w)
ORCA calculation (ωB97M-V with the def2-TZVPD basis set) on a gas-phase ion, C6H11O2 (charge -1).

Its multiplicity is 1. Its gap between HOMO and LUMO is 7.10 eV. As for the total charge: -1. Its HOMO energy is -3.54 eV. Its structure (SMILES) is CC(C)CCC(=O)[O-].

XYZ file:
```
19
Properties=species:S:1:pos:R:3:lowdin_charge:R:1
C -1.518 1.085 0.407 -0.08
C -0.608 0.389 -0.717 -0.33
C -1.482 -0.271 -1.888 -0.06
C 0.300 -0.590 0.135 -0.20
C 1.429 0.176 0.834 -0.14
C 2.647 -0.839 1.269 -0.79
O 2.545 -1.624 2.176 -0.05
O 3.659 -0.692 0.532 -0.13
H -0.970 0.852 1.324 0.05
H -2.389 0.527 0.522 0.03
H -1.921 2.079 0.331 0.06
H -0.006 1.028 -1.343 0.10
H -1.076 -0.029 -2.820 0.04
H -1.439 -1.261 -1.848 0.01
H -2.498 0.152 -1.707 0.08
H 0.568 -1.543 -0.180 0.08
H -0.444 -0.956 0.931 0.12
H 1.281 0.648 1.886 0.12
H 1.921 0.870 0.157 0.08
```

---

(x)
ORCA calculation (ωB97M-V with the def2-TZVPD basis set) on 2 unconnected molecules or ions with the total composition C6H11O2.

Its multiplicity is 1. Its gap between HOMO and LUMO is 8.05 eV. As for the total charge: -1. Its HOMO energy is -4.03 eV.

XYZ file:
```
19
Properties=species:S:1:pos:R:3:lowdin_charge:R:1
C 0.860 0.477 1.713 -0.20
C 0.697 -0.757 1.267 -0.18
C 1.762 -1.817 1.363 -0.12
C -0.143 1.587 1.609 -0.12
H 1.825 0.753 2.144 0.09
H -0.234 -1.035 0.779 0.09
H 1.476 -2.606 2.063 0.06
H 1.945 -2.279 0.390 0.06
H 2.700 -1.371 1.704 0.06
H -1.105 1.199 1.276 0.06
H 0.195 2.302 0.859 0.06
H -0.268 2.073 2.583 0.05
O -1.892 -0.094 -0.812 -0.11
C -1.140 0.390 -1.697 -0.79
O -0.094 1.059 -1.539 -0.09
C -1.564 0.104 -3.153 -0.07
H -1.038 0.739 -3.868 0.05
H -1.343 -0.946 -3.367 0.05
H -2.639 0.222 -3.314 0.05
```

---

Taking the most stable structure as the zero point, the relative energies in kJ/mol are (w) 125.5; (x) 0.0.